An isolated ion of composition C4H7O2 and charge -1. Source: OMol25; level of theory: the ωB97M-V functional and the def2-TZVPD basis.

The geometry in XYZ format:
```
13
Properties=species:S:1:pos:R:3:nbo_charge:R:1
O 1.534 2.639 1.754 -0.811
C 0.799 2.099 0.863 0.252
C 0.537 0.767 0.696 -0.540
C -0.354 0.154 -0.387 -0.439
C -0.316 -1.344 -0.308 -0.048
O -0.732 -1.899 -1.596 -0.749
H 0.278 2.810 0.179 0.055
H 0.801 0.071 1.494 0.161
H -0.069 0.457 -1.387 0.196
H -1.377 0.479 -0.159 0.172
H -0.936 -1.763 0.480 0.148
H 0.730 -1.635 -0.164 0.155
H -0.897 -2.835 -1.464 0.448
```

The value obtained for the HOMO energy is -1.901 eV. The energy relative to the best compared isomer or geometry (same formula, charge and spin) is 52.7 kcal/mol. The total charge is -1. As for the gap between HOMO and LUMO: 5.4 eV. The LUMO energy comes out at 3.47 eV. As for the structure (SMILES): [O-]/C=C/CCO.